{
  "formula": "CH5O2P2",
  "method": "ωB97M-V/def2-TZVPD",
  "molar_mass_g_mol": 110.997,
  "homo_lumo_gap_ev": 7.54,
  "homo_energy_ha": -0.1200,
  "e_lumo_ha": 0.1571,
  "total_charge": -1,
  "symbols": ["C", "O", "O", "P", "P", "H", "H", "H", "H", "H"],
  "coordinates": [[-0.1468, -1.0054, -0.9372], [-0.4139, 1.6943, -1.7556], [0.2303, 0.7260, 2.9801], [-0.3082, 0.8281, -0.5170], [0.9431, 0.2429, 1.7614], [0.5120, -1.6846, -0.4785], [-0.1692, -1.1763, -2.0556], [-1.0663, -1.2806, -0.5090], [-1.5808, 0.5835, 0.2147], [1.9997, 1.0721, 1.2966]]
}



{
  "formula": "CH5O2PS",
  "method": "ωB97M-V/def2-TZVPD",
  "molar_mass_g_mol": 112.090,
  "homo_lumo_gap_ev": [7.43, 7.95],
  "homo_energy_ha": [-0.3378, -0.3227],
  "e_lumo_ha": [-0.0647, -0.0306],
  "symbols": ["C", "O", "O", "P", "S", "H", "H", "H", "H", "H"],
  "coordinates": [[-1.0022, 1.1694, 0.6865], [2.3204, 1.0705, 1.0455], [1.6534, 1.1055, -1.3118], [1.8246, -1.7104, 0.0049], [1.4995, 0.5374, 0.0109], [-1.0864, 1.1701, -0.3156], [-0.8801, 0.2551, 1.2805], [-0.9757, 2.0988, 1.1396], [0.5123, -1.6289, 0.4713], [2.0580, -1.8088, 1.3780]]
}



{
  "formula": "CH5O3P",
  "method": "ωB97M-V/def2-TZVPD",
  "molar_mass_g_mol": 96.022,
  "homo_lumo_gap_ev": 11.59,
  "homo_energy_ha": -0.3947,
  "e_lumo_ha": 0.0311,
  "symbols": ["C", "O", "O", "O", "P", "H", "H", "H", "H", "H"],
  "coordinates": [[1.7818, -0.3953, -0.0658], [0.5896, 0.0393, 0.6672], [-0.5319, -0.5803, 0.0391], [-2.9562, -0.2865, -0.2642], [-1.7662, 0.4184, -0.0199], [1.8302, -1.5450, -0.0251], [2.6577, 0.1801, 0.3188], [1.5350, -0.2587, -1.1552], [-1.7050, 0.9927, 1.2545], [-1.4349, 1.4353, -0.7492]]
}



{
  "formula": "CH5O3PS",
  "method": "ωB97M-V/def2-TZVPD",
  "molar_mass_g_mol": 128.089,
  "homo_lumo_gap_ev": 8.52,
  "homo_energy_ha": -0.3219,
  "e_lumo_ha": -0.0089,
  "symbols": ["C", "O", "O", "O", "P", "S", "H", "H", "H", "H", "H"],
  "coordinates": [[2.1219, -0.3121, 1.0311], [-1.3500, -1.2245, -1.0639], [-1.0949, 0.2372, 0.9544], [-0.4874, 1.2746, -1.1591], [-1.4232, 0.3312, -0.5616], [2.1417, 0.0904, -0.5280], [2.5655, 0.5196, 1.5748], [-2.7721, 0.5773, -0.6963], [1.6693, -1.1549, 1.5227], [-0.9812, -1.2282, -2.0061], [-0.3896, 0.8895, 0.9320]]
}



{
  "formula": "CH5OPS",
  "method": "ωB97M-V/def2-TZVPD",
  "molar_mass_g_mol": 96.091,
  "homo_lumo_gap_ev": 8.44,
  "homo_energy_ha": -0.3220,
  "e_lumo_ha": -0.0119,
  "symbols": ["C", "O", "P", "S", "H", "H", "H", "H", "H"],
  "coordinates": [[-0.2521, 0.5827, -1.7502], [1.4068, -0.4143, 2.6270], [0.6572, -1.4889, 1.9658], [-0.6854, -0.1821, -0.1286], [-0.4309, -0.0800, -2.6250], [0.8497, 0.6283, -1.5876], [-0.7350, 1.6550, -1.8112], [-0.6147, -1.4787, 2.6141], [-0.1956, 0.7780, 0.6958]]
}



{
  "formula": "CH5OPS2",
  "method": "ωB97M-V/def2-TZVPD",
  "molar_mass_g_mol": 128.158,
  "homo_lumo_gap_ev": [6.76, 6.75],
  "homo_energy_ha": [-0.2699, -0.2698],
  "e_lumo_ha": [-0.0215, -0.0216],
  "symbols": ["C", "O", "P", "S", "S", "H", "H", "H", "H", "H"],
  "coordinates": [[0.3754, 0.7993, 0.6555], [0.7236, 0.7784, -0.5623], [-0.2520, 0.6723, -1.9382], [1.6392, -1.6029, 2.8837], [0.3540, -1.7613, 1.2796], [-0.6650, 0.5099, 0.9625], [1.1735, 0.6917, 1.4257], [-1.3870, -0.0491, -1.4800], [0.3488, -0.5401, -2.0161], [2.5417, -2.5440, 2.4426]]
}



{
  "formula": "CH5PS2",
  "method": "ωB97M-V/def2-TZVPD",
  "molar_mass_g_mol": 112.159,
  "homo_lumo_gap_ev": 9.54,
  "homo_energy_ha": -0.3321,
  "e_lumo_ha": 0.0184,
  "symbols": ["C", "P", "S", "S", "H", "H", "H", "H", "H"],
  "coordinates": [[-0.3372, 0.8674, 1.0386], [0.4281, 0.0666, -0.8041], [1.3510, -1.7176, 0.1797], [-1.6038, -0.4478, -1.3389], [-0.8591, 1.7842, 0.8166], [0.6147, 0.9599, 1.6774], [-0.8378, -0.0373, 1.2171], [2.5462, -1.0345, -0.1110], [-1.3020, -0.4409, -2.6755]]
}



{
  "formula": "CH5PS2",
  "method": "ωB97M-V/def2-TZVPD",
  "molar_mass_g_mol": 112.159,
  "homo_lumo_gap_ev": 8.89,
  "homo_energy_ha": -0.3312,
  "e_lumo_ha": -0.0044,
  "symbols": ["C", "P", "S", "S", "H", "H", "H", "H", "H"],
  "coordinates": [[0.1968, 0.6168, -0.0736], [-1.2855, -0.3822, 0.3328], [-0.6258, -2.4955, -0.0625], [-2.8536, 0.6997, -0.1694], [0.9749, 0.5002, 0.6759], [-0.1496, 1.6469, -0.1032], [0.5828, 0.3496, -1.0558], [-1.1958, -0.5737, 1.7092], [-0.2645, -2.2720, -1.3258]]
}



{
  "formula": "CH5S",
  "method": "ωB97M-V/def2-TZVPD",
  "molar_mass_g_mol": 49.118,
  "homo_lumo_gap_ev": 14.10,
  "homo_energy_ha": -0.6816,
  "e_lumo_ha": -0.1635,
  "total_charge": 1,
  "symbols": ["C", "S", "H", "H", "H", "H", "H"],
  "coordinates": [[0.7540, 0.0065, 0.0235], [-0.9881, -0.0209, 0.5783], [0.8630, 0.7025, -0.8012], [1.0184, -1.0035, -0.2763], [1.3394, 0.3152, 0.8845], [-1.5044, 0.9763, -0.1711], [-1.4823, -0.9760, -0.2378]]
}



{
  "formula": "CH5S2",
  "method": "ωB97M-V/def2-TZVPD",
  "molar_mass_g_mol": 81.185,
  "homo_lumo_gap_ev": 6.42,
  "homo_energy_ha": -0.1022,
  "e_lumo_ha": 0.1337,
  "total_charge": -1,
  "symbols": ["S", "H", "C", "S", "H", "H", "H", "H"],
  "coordinates": [[-1.5290, 1.7840, -0.8891], [-2.2976, 1.6540, 0.2054], [1.1079, -0.5009, 0.0063], [-0.2330, -1.3533, 0.8374], [0.8900, 0.5593, -0.0581], [2.0181, -0.6289, 0.6008], [1.2756, -0.8898, -1.0028], [-1.2320, -0.6243, 0.3002]]
}



{
  "formula": "CH5S3",
  "method": "ωB97M-V/def2-TZVPD",
  "molar_mass_g_mol": 113.252,
  "homo_lumo_gap_ev": 5.55,
  "homo_energy_ha": -0.0846,
  "e_lumo_ha": 0.1193,
  "total_charge": -1,
  "symbols": ["S", "H", "C", "S", "S", "H", "H", "H", "H"],
  "coordinates": [[2.1930, 2.5254, 2.3713], [2.8341, 1.3708, 2.1218], [-0.9892, -1.2685, -1.5471], [-1.7623, -1.2275, 0.0754], [-0.7780, 0.3961, 0.9839], [-1.2115, -0.3609, -2.1019], [0.0667, -1.4921, -1.4338], [-1.5223, -2.1061, -2.0187], [1.1695, 2.1627, 1.5491]]
}



{
  "formula": "CH5S3",
  "method": "ωB97M-V/def2-TZVPD",
  "molar_mass_g_mol": 113.252,
  "homo_lumo_gap_ev": 6.04,
  "homo_energy_ha": -0.0931,
  "e_lumo_ha": 0.1288,
  "total_charge": -1,
  "symbols": ["S", "H", "C", "S", "S", "H", "H", "H", "H"],
  "coordinates": [[2.4506, -1.3698, -1.3176], [3.4281, -0.9510, -0.4886], [-1.3764, 1.1845, 0.2145], [-0.3639, 0.2468, 1.4590], [-0.7284, -1.6899, 0.7441], [-2.3861, 0.8326, 0.3878], [-1.0464, 0.8681, -0.7710], [-1.3058, 2.2703, 0.3338], [1.3283, -1.3916, -0.5620]]
}